No. 1
DFT (the ωB97M-V functional and the def2-TZVPD basis) results for one molecule with the formula C4H10N2 at a distorted geometry.

The geometry in XYZ format:
```
16
Properties=species:S:1:pos:R:3:forces:R:3
C -0.90202 -2.30223 0.52022 -0.51 0.56 1.19
C 1.81942 0.90359 -0.53739 -3.53 -3.20 2.61
C -1.20619 0.68572 0.88402 2.16 -1.03 -0.93
C 0.39480 0.65063 -1.18721 -0.56 2.32 1.82
N -0.45239 -1.37510 -0.22361 1.31 0.44 -1.33
N -0.50117 -0.06164 -0.23061 -0.99 1.12 0.48
H -0.46812 -3.23740 0.16373 -0.76 -0.30 0.69
H -1.54177 -2.20082 1.47488 0.94 -0.14 -1.50
H 2.51431 0.08175 -0.56370 -0.02 -0.63 -0.74
H 2.28475 1.73319 -0.78982 2.07 4.02 -1.64
H 1.65153 0.96929 0.55281 -0.05 0.31 -0.24
H -0.96979 0.07173 1.74873 -0.23 0.20 0.52
H -0.76641 1.68992 1.03266 -0.39 -0.53 -0.28
H -2.26247 0.68450 0.71895 -0.68 0.26 -0.11
H -0.19636 1.64784 -1.54494 1.70 -2.25 0.95
H 0.60187 0.05902 -2.01872 -0.44 -1.16 -1.48
```
Positions in Å, forces in eV/Å.

Summary:
- Multiplicity: 1
- Gap between HOMO and LUMO: 0.3360 Eh
- Strongest force on any atom: 5.4 eV Å⁻¹
- SMILES: C=NN(C)CC
- LUMO: 1.083 eV
- Total charge: 0
- Relative energy (zero: lowest compared OMol25 entry of this formula, charge and spin): 72.6 kcal per mole


No. 2
DFT (the ωB97M-V functional and the def2-TZVPD basis) results for one molecule with the formula C4H10N2.

The geometry in XYZ format:
```
16
Properties=species:S:1:pos:R:3:forces:R:3
C -0.11451 2.08737 0.37805 -0.35 -0.42 -0.47
C -1.08395 0.92552 0.14213 -0.07 0.24 -0.36
C -0.50622 -0.14579 -0.77026 0.14 -0.02 0.27
N 0.63955 -0.82047 -0.18318 -0.07 -0.38 0.19
C 0.68893 -2.19435 -0.08252 0.12 0.37 -0.05
N 1.58188 -2.89268 0.49086 -0.12 0.10 -0.05
H -0.54156 2.83982 1.02579 -0.06 0.21 0.14
H 0.83116 1.77144 0.78527 0.38 -0.12 0.35
H 0.10131 2.52670 -0.59799 0.02 0.20 0.08
H -1.95142 1.34855 -0.37023 -0.14 -0.10 0.06
H -1.45916 0.44231 1.04585 0.19 0.17 0.19
H -1.26965 -0.90334 -0.93301 -0.09 -0.04 -0.24
H -0.22882 0.28508 -1.73691 -0.08 0.04 -0.02
H 1.16472 -0.33578 0.52754 0.04 0.18 -0.17
H -0.14514 -2.67106 -0.58912 -0.03 -0.25 -0.05
H 2.29287 -2.26332 0.86772 0.12 -0.17 0.12
```
Positions in Å, forces in eV/Å.

Summary:
- Multiplicity: 1
- Gap between HOMO and LUMO: 0.3642 Eh
- Strongest force on any atom: 0.7 eV Å⁻¹
- SMILES: [H]/N=C\NCCC
- LUMO: 1.005 eV
- Total charge: 0
- Relative energy (zero: lowest compared OMol25 entry of this formula, charge and spin): 13.0 kcal per mole


No. 3
DFT (the ωB97M-V functional and the def2-TZVPD basis) results for one molecule with the formula C4H10N2 at a distorted geometry.

The geometry in XYZ format:
```
16
Properties=species:S:1:pos:R:3:forces:R:3
C -1.28595 0.12286 -0.85880 0.29 0.13 0.37
C 1.42254 1.02154 -0.41346 -0.26 1.33 0.15
N -0.57708 -0.21769 0.36452 -0.03 -0.26 0.24
C 0.91151 -0.01670 0.49842 -0.81 -0.51 -1.01
N -1.30028 -0.02099 1.56148 0.14 0.27 -0.24
C 1.53950 -1.24212 -0.06037 0.00 -0.99 0.54
H -1.72002 0.91038 1.58344 -0.03 -0.06 -0.01
H -2.05299 -0.69991 1.61220 0.09 0.03 -0.02
H -0.63322 -0.03076 -1.71776 0.00 -0.04 0.00
H -2.16160 -0.52320 -0.96379 0.05 0.02 -0.01
H -1.63051 1.16840 -0.87397 0.00 0.01 -0.02
H 0.94696 1.99513 -0.46566 0.07 0.01 0.05
H 2.15090 0.79144 -1.17267 0.06 0.03 0.05
H 1.02250 0.15230 1.57751 0.28 0.00 -0.19
H 2.19591 -1.19556 -0.91462 0.06 -0.02 0.05
H 1.17182 -2.21512 0.24351 0.07 0.05 0.05
```
Positions in Å, forces in eV/Å.

Summary:
- Multiplicity: 1
- Gap between HOMO and LUMO (spin up / spin down): 0.3094 / 0.3020 Eh
- Strongest force on any atom: 1.4 eV Å⁻¹
- LUMO (spin up / spin down): 0.432 / 0.240 eV
- Total charge: 0
- Relative energy (zero: lowest compared OMol25 entry of this formula, charge and spin): 127.9 kcal per mole


No. 4
DFT (the ωB97M-V functional and the def2-TZVPD basis) results for one molecule with the formula C4H10N2 at a distorted geometry.

The geometry in XYZ format:
```
16
Properties=species:S:1:pos:R:3:forces:R:3
C 1.12060 -1.25929 -0.25096 1.10 -0.27 0.80
C 0.23181 0.01557 -0.46916 0.89 -1.16 -1.37
C -1.16949 -0.47441 -0.90991 0.09 0.47 -1.24
C 0.04082 0.79289 0.80432 -0.05 1.70 0.98
H 0.65891 -1.89609 0.53116 0.07 0.14 -0.55
H 2.16087 -1.03498 0.19594 -1.53 -0.03 -0.92
H 1.26454 -1.92337 -1.15773 -0.32 1.08 0.86
H 0.74892 0.58928 -1.29719 -0.76 -0.16 1.03
H -1.55370 -1.04761 -0.08987 -0.65 -0.02 0.55
H -1.87717 0.34224 -1.24690 0.80 -0.89 0.63
H -1.08260 -1.21027 -1.72751 0.07 0.47 0.05
H -0.14647 2.57813 -0.34425 0.04 -0.61 1.49
H -0.36963 2.80559 1.37226 -0.09 -0.19 0.23
H 0.12750 -0.77663 1.97842 -0.53 2.61 -0.09
N -0.09073 2.20094 0.62407 0.30 -1.38 -1.63
N -0.06418 0.29800 1.98731 0.58 -1.77 -0.80
```
Positions in Å, forces in eV/Å.

Summary:
- Multiplicity: 1
- Gap between HOMO and LUMO: 0.3696 Eh
- Strongest force on any atom: 2.7 eV Å⁻¹
- SMILES: [H]/N=C(/N)C(C)C
- LUMO: 0.996 eV
- Total charge: 0
- Relative energy (zero: lowest compared OMol25 entry of this formula, charge and spin): 11.4 kcal per mole


No. 5
DFT (the ωB97M-V functional and the def2-TZVPD basis) results for a 2-piece molecular cluster, C4H10N2 overall at a distorted geometry.

The geometry in XYZ format:
```
16
Properties=species:S:1:pos:R:3:forces:R:3
C -2.43989 3.47536 1.92032 -2.75 1.36 -0.53
C -2.43323 2.09903 1.92134 -1.99 -1.44 -0.74
N -3.42512 1.34944 1.27987 2.62 -0.98 3.12
H -3.36823 4.02560 1.36551 2.84 -1.02 1.37
H -1.83025 3.91298 2.72286 -0.21 0.45 -0.87
H -1.69292 1.60405 2.62189 -1.09 -0.03 -1.36
H -4.31130 1.60153 0.80786 1.04 0.48 0.30
H -3.39102 0.37553 1.69231 -0.45 1.18 -1.28
C 3.21993 -1.95146 -0.84343 1.23 1.05 -1.75
C 2.51235 -2.84866 -2.93732 0.82 2.33 1.76
N 3.52809 -2.41736 -2.21026 -3.18 -1.97 -1.52
H 3.88038 -1.04088 -0.79694 -1.06 -0.56 0.53
H 2.16089 -1.75112 -0.78888 -0.37 0.33 0.55
H 3.55554 -2.63072 -0.08162 0.13 -0.47 0.20
H 2.66453 -3.01129 -3.99661 0.38 -0.50 0.00
H 1.37025 -2.79202 -2.67691 2.05 -0.21 0.22
```
Positions in Å, forces in eV/Å.

Summary:
- Multiplicity: 2
- Gap between HOMO and LUMO (spin up / spin down): 0.2580 / 0.1247 Eh
- Strongest force on any atom: 4.2 eV Å⁻¹
- LUMO (spin up / spin down): -4.518 / -8.145 eV
- Total charge: +1
- Relative energy (zero: lowest compared OMol25 entry of this formula, charge and spin): 88.3 kcal per mole


No. 6
DFT (the ωB97M-V functional and the def2-TZVPD basis) results for a 2-piece molecular cluster, C4H10N2 overall at a distorted geometry.

The geometry in XYZ format:
```
16
Properties=species:S:1:pos:R:3:forces:R:3
C -5.28104 -1.25002 -2.62578 -1.59 2.63 -0.81
C -4.08851 -1.35236 -3.19537 1.57 -0.35 -2.50
N -2.99501 -0.45241 -3.34950 -0.79 -0.90 0.65
H -5.56435 -0.17701 -2.22637 0.27 -2.45 -0.34
H -6.05352 -1.85703 -3.20148 0.79 0.66 1.67
H -3.99998 -2.20345 -3.91448 0.34 0.34 0.96
H -3.22875 0.55555 -3.28821 0.92 -1.31 -0.21
H -2.13016 -0.87069 -3.76565 -1.50 1.38 0.58
C 3.28353 0.04126 3.43005 -5.49 -1.65 -1.82
C 4.38399 0.76012 3.41998 4.15 6.11 -1.79
N 4.61779 1.96458 2.60511 -3.15 -6.29 -1.03
H 2.64751 -0.16018 2.50592 0.97 0.55 0.95
H 2.62181 -0.09415 4.31809 1.41 -0.58 -0.16
H 5.19302 0.54137 4.07653 0.28 0.39 1.20
H 5.26112 2.68012 2.94525 0.05 -0.32 -0.71
H 4.10602 1.80631 1.58784 1.77 1.78 3.37
```
Positions in Å, forces in eV/Å.

Summary:
- Multiplicity: 2
- Gap between HOMO and LUMO (spin up / spin down): 0.1581 / 0.0720 Eh
- Strongest force on any atom: 7.6 eV Å⁻¹
- LUMO (spin up / spin down): -5.580 / -7.924 eV
- Total charge: +1
- Relative energy (zero: lowest compared OMol25 entry of this formula, charge and spin): 117.5 kcal per mole


No. 7
DFT (the ωB97M-V functional and the def2-TZVPD basis) results for C4H10N2O as an isolated structure at a distorted geometry.

The geometry in XYZ format:
```
17
Properties=species:S:1:pos:R:3:forces:R:3
C 0.57391 -1.41811 -0.26054 1.33 0.05 -0.50
C -0.87681 0.47433 1.20538 0.23 1.69 -0.26
N -1.99918 0.00247 0.56762 -0.18 -0.21 -0.02
N -0.31376 1.56811 0.76776 -1.32 -0.62 1.22
C 1.55867 -0.50670 -0.45453 -1.06 -0.89 1.04
C 1.40274 0.68754 -1.24143 -1.65 1.40 0.69
O -0.43097 -1.58691 -1.17875 -0.59 0.01 0.17
H -1.29470 -1.59580 -0.72079 0.56 0.18 -0.22
H 0.68735 -2.21214 0.47051 -0.05 -0.05 0.09
H -0.61063 -0.03231 2.13222 0.11 -0.07 -0.16
H -2.46168 0.68036 -0.02486 0.13 -0.12 0.04
H 0.35427 1.94761 1.43054 0.21 -0.34 -0.03
H -2.62179 -0.58912 1.09488 0.09 0.08 0.04
H 0.64824 1.40211 -0.38955 2.02 -1.15 -2.18
H 2.36507 -0.51399 0.27053 0.11 -0.23 -0.02
H 2.32754 1.11402 -1.61269 0.03 0.39 0.27
H 0.69172 0.57851 -2.05630 0.04 -0.13 -0.16
```
Positions in Å, forces in eV/Å.

Summary:
- Multiplicity: 1
- Gap between HOMO and LUMO: 0.3156 Eh
- Strongest force on any atom: 3.2 eV Å⁻¹
- LUMO: 0.706 eV
- Total charge: 0
- Relative energy (zero: lowest compared OMol25 entry of this formula, charge and spin): 78.7 kcal per mole


No. 8
DFT (the ωB97M-V functional and the def2-TZVPD basis) results for a 2-piece molecular cluster, C4H10N2O overall at a distorted geometry.

The geometry in XYZ format:
```
17
Properties=species:S:1:pos:R:3:forces:R:3
C 1.13153 -1.26639 0.84560 -0.86 -0.59 -0.55
C 1.15184 0.08656 0.20900 1.95 1.49 2.25
C 0.69695 1.27797 1.23357 0.34 -0.70 -1.59
N 0.98442 2.48267 1.01510 -0.06 0.04 0.16
O 1.87202 0.40268 -0.71033 -1.16 -0.14 -0.13
H 1.47122 2.60667 0.12021 -0.09 -0.29 -0.02
H 0.21431 1.02080 2.17577 -0.11 -0.23 -0.06
H 1.61414 -1.25095 1.81993 0.15 0.20 0.05
H 1.60649 -2.00566 0.20256 0.07 0.06 0.02
H 0.07524 -1.52695 0.96184 0.43 -0.18 0.26
C -1.46434 -0.27130 -1.69924 -0.11 0.31 0.08
N -1.42710 -0.39976 -0.24699 0.00 1.06 0.19
H -2.17695 -0.99832 0.08620 0.07 0.50 0.18
H -1.39693 0.53650 0.21704 -0.66 -1.35 -0.53
H -1.24469 -1.23797 -2.15036 -0.05 0.02 -0.09
H -0.68990 0.43202 -2.00272 0.07 -0.08 -0.09
H -2.41824 0.11142 -2.07720 0.01 -0.12 -0.12
```
Positions in Å, forces in eV/Å.

Summary:
- Multiplicity: 1
- Gap between HOMO and LUMO: 0.3646 Eh
- Strongest force on any atom: 3.3 eV Å⁻¹
- SMILES: [H]/N=C\C(C)=O.CN
- LUMO: 0.514 eV
- Total charge: 0
- Relative energy (zero: lowest compared OMol25 entry of this formula, charge and spin): 59.7 kcal per mole


No. 9
DFT (the ωB97M-V functional and the def2-TZVPD basis) results for a 2-piece molecular cluster, C4H10N2O overall at a distorted geometry.

The geometry in XYZ format:
```
17
Properties=species:S:1:pos:R:3:forces:R:3
C -0.86734 1.07093 0.64658 -0.26 0.54 0.17
N 0.90361 1.49581 -1.76613 0.57 -0.63 0.04
C 1.57018 0.49041 -1.51214 0.48 -0.39 -0.12
O 2.24836 -0.45304 -1.32932 -0.85 1.07 -0.12
N -0.13285 -0.11816 0.26044 0.07 -0.53 0.16
C 0.51165 -0.78335 1.38912 0.12 -0.03 0.10
C -0.94400 -1.08109 -0.47416 -0.07 -0.02 -0.13
H -1.79954 0.83750 1.18837 0.10 -0.06 0.06
H -0.24919 1.71006 1.29455 -0.08 -0.33 -0.11
H -1.14427 1.71839 -0.20487 0.23 -0.62 0.08
H 1.26862 2.05603 -2.52617 -0.03 0.08 -0.03
H -0.20724 -1.18891 2.12703 0.03 0.15 -0.14
H 1.18315 -0.09152 1.90641 -0.14 -0.01 -0.06
H 1.12576 -1.62738 1.04204 -0.21 0.28 -0.08
H -1.36872 -0.60501 -1.36196 -0.02 0.00 0.10
H -0.32848 -1.92859 -0.81201 -0.05 0.32 0.14
H -1.76969 -1.50208 0.13222 0.11 0.18 -0.06
```
Positions in Å, forces in eV/Å.

Summary:
- Multiplicity: 1
- Gap between HOMO and LUMO: 0.3507 Eh
- Strongest force on any atom: 1.4 eV Å⁻¹
- SMILES: CN(C)C.N=C=O
- LUMO: 0.878 eV
- Total charge: 0
- Relative energy (zero: lowest compared OMol25 entry of this formula, charge and spin): 38.4 kcal per mole


No. 10
DFT (the ωB97M-V functional and the def2-TZVPD basis) results for one molecule with the formula C4H10N2O at a distorted geometry.

The geometry in XYZ format:
```
17
Properties=species:S:1:pos:R:3:forces:R:3
C -0.23289 -0.51890 -0.41126 1.59 -1.74 0.61
C 0.28300 0.22876 0.82005 -0.07 0.35 -0.40
C -1.71655 -0.46551 -0.64481 -0.03 -0.72 -0.03
C 0.28198 1.73757 0.56530 0.07 -0.38 0.21
N 0.57561 -0.70665 -1.54849 0.21 1.33 -1.98
N 0.53500 -1.87051 -0.73052 -1.62 0.16 0.42
O 1.61508 -0.13872 1.14513 0.05 0.03 0.16
H 1.59428 -0.98875 1.60107 0.00 0.16 -0.05
H 1.45667 -0.19720 -1.59747 0.05 -0.20 0.65
H 1.43004 -1.99907 -0.24735 -0.44 0.71 0.36
H -0.38978 0.01111 1.66196 0.06 -0.04 -0.11
H -1.94647 -0.79185 -1.65749 0.11 -0.01 0.01
H -2.22150 -1.14657 0.03961 -0.11 0.08 0.11
H -2.12462 0.53397 -0.51415 0.11 0.12 0.10
H -0.72274 2.08740 0.34311 -0.04 0.06 -0.03
H 0.93389 1.97110 -0.27455 0.05 0.04 -0.05
H 0.64900 2.25378 1.44984 0.01 0.06 0.00
```
Positions in Å, forces in eV/Å.

Summary:
- Multiplicity: 1
- Gap between HOMO and LUMO: 0.3366 Eh
- Strongest force on any atom: 2.4 eV Å⁻¹
- SMILES: C[C@H](O)C1(C)NN1
- LUMO: 0.763 eV
- Total charge: 0
- Relative energy (zero: lowest compared OMol25 entry of this formula, charge and spin): 78.7 kcal per mole